Record 1
Computed, not measured: a cluster of 2 separate species, C3H7NO in total, with ωB97M-V/def2-TZVPD.

XYZ file:
```
12
Properties=species:S:1:pos:R:3:forces:R:3
N 2.27080 -1.08417 -2.05560 -0.3 0.4 -0.2
C 2.54803 -0.53935 -0.82199 -0.9 -0.3 0.1
O 2.71858 0.62296 -0.56614 0.5 0.0 -0.3
H 2.05749 -0.41607 -2.78820 0.2 0.1 0.1
H 1.58730 -1.82677 -2.02645 0.3 -0.3 0.0
H 2.50734 -1.32032 -0.04825 0.3 0.0 0.2
C -1.89856 0.52786 0.89115 0.3 -0.2 0.7
C -2.70901 1.04995 1.80729 0.0 -0.4 -0.2
H -0.83502 0.67528 1.04426 0.1 0.7 -0.9
H -2.20195 -0.17932 0.13008 -0.1 -0.4 0.4
H -2.38811 1.90730 2.38309 0.1 -0.3 0.5
H -3.65689 0.58264 2.05077 -0.4 0.6 -0.5
```
Forces are in eV/Å.

## Properties
HOMO: -9.80 eV
Kohn-Sham gap: 10.6 eV
Structure (SMILES): NC=O.C=C
Total charge: 0

***

Record 2
Computed, not measured: a structure of composition C43H26N11OS2W, with ωB97M-V/def2-TZVPD.

XYZ file:
```
84
Properties=species:S:1:pos:R:3:forces:R:3
W -0.14878 0.02704 0.12738 -1.7 1.5 2.9
C 2.66658 1.19946 6.16321 0.0 0.0 0.0
C 1.55187 0.55969 6.74476 0.0 0.0 0.0
C 0.48647 0.14517 5.97684 0.0 -0.1 0.0
C 0.55038 0.36451 4.59680 -0.1 0.2 0.1
C -0.37798 0.08606 3.53907 0.0 0.0 0.0
N 0.07813 0.63197 2.36010 1.2 -1.2 -0.2
C 1.31083 1.21357 2.64249 -0.4 0.5 -0.3
N 1.86904 2.22693 1.96670 0.0 0.4 0.2
C 0.98178 2.96411 1.29575 0.0 0.0 -0.3
C 0.93549 4.44171 1.39917 0.1 0.1 0.0
C 1.85750 5.38437 1.81798 0.0 0.0 0.0
C 1.43508 6.70414 1.91837 0.0 0.0 0.0
C 0.11367 7.05873 1.64225 0.0 0.0 0.0
C -0.81829 6.10434 1.25434 0.0 0.0 0.0
C -0.38767 4.79536 1.12220 0.0 0.1 0.0
C -1.07836 3.53161 0.81266 0.0 -0.1 -0.3
N -2.34319 3.32585 0.76256 0.1 0.1 0.0
C -2.85430 2.06212 0.66300 -0.1 -0.1 -0.1
N -2.23742 0.82514 0.45116 -0.2 -0.2 0.3
C -3.23829 -0.10059 0.33045 0.0 0.1 -0.6
N -3.15929 -1.48106 0.17901 -0.1 0.0 0.4
C -2.31526 -2.13297 0.88338 0.3 -0.4 0.0
N -1.18863 -1.57253 1.55821 -2.2 0.6 -1.5
C -1.70159 -1.60468 2.81802 1.1 0.1 0.4
N -1.39825 -0.78816 3.77233 0.2 -0.2 0.3
C -2.56360 -2.80645 2.97354 0.0 -0.1 0.1
C -3.04480 -3.45116 4.09184 -0.1 0.0 0.0
C -3.79100 -4.61250 3.89604 0.0 0.0 0.0
C -4.05824 -5.07809 2.61333 0.0 0.0 0.0
C -3.59493 -4.40087 1.48532 0.0 0.0 0.0
C -2.81680 -3.28309 1.68851 -0.1 0.1 0.0
C -4.49888 0.50764 0.43692 0.0 0.0 -0.1
C -5.81832 0.00665 0.40010 0.0 0.0 0.0
C -6.84837 0.89177 0.55987 0.0 0.0 0.0
C -6.60061 2.27944 0.76978 0.0 0.0 0.0
C -5.32742 2.77667 0.82387 0.0 0.0 0.0
C -4.24991 1.87914 0.65971 0.0 0.0 0.0
N -0.14697 2.52189 0.76140 -0.3 -0.2 0.4
C 1.66447 0.98347 4.01976 -0.1 0.0 0.0
C 2.72678 1.43096 4.80575 0.0 0.0 0.0
H 3.47783 1.52799 6.80131 0.0 0.0 0.0
H 1.53179 0.40813 7.81726 0.0 0.0 0.0
H -0.38226 -0.33030 6.41345 0.0 0.0 0.0
H 2.86999 5.09316 2.06558 0.0 0.0 0.0
H 2.13558 7.46867 2.23168 0.0 0.0 0.0
H -0.19076 8.09328 1.74511 0.0 0.0 0.0
H -1.85118 6.36742 1.06565 0.0 0.0 0.0
H -2.84591 -3.06341 5.08228 0.0 0.0 0.0
H -4.17149 -5.15722 4.75092 0.0 0.0 0.0
H -4.64710 -5.97852 2.48763 0.0 0.0 0.0
H -3.84535 -4.74046 0.48867 0.0 0.0 0.0
H -5.99276 -1.05187 0.25268 0.0 0.0 0.0
H -7.87289 0.53959 0.53628 0.0 0.0 0.0
H -7.44446 2.94714 0.89919 0.0 0.0 0.0
H -5.13320 3.82772 0.99590 0.0 0.0 0.0
H 3.56134 1.94801 4.35070 0.0 0.0 0.0
S 1.47568 -1.37262 -2.40404 0.5 -0.5 -0.4
C 1.63513 -2.16223 -0.95044 -0.1 0.4 0.1
N 1.09942 -1.77202 0.23482 0.4 -0.2 -0.7
C 1.53521 -2.60075 1.29194 0.1 0.2 -0.1
C 1.34110 -2.41596 2.65631 0.1 -0.1 -0.1
C 1.85491 -3.32987 3.55821 0.0 0.0 0.0
C 2.58497 -4.43446 3.13067 0.0 0.0 0.1
C 2.83914 -4.60692 1.78292 0.0 0.0 0.0
C 2.32665 -3.68147 0.88457 0.0 0.0 0.0
S 2.59355 -3.61597 -0.82648 -0.1 -0.1 -0.1
H 0.81495 -1.55948 3.01752 0.0 0.0 0.0
H 1.68767 -3.16691 4.61568 0.0 0.0 0.0
H 2.97734 -5.14072 3.85117 0.0 0.0 0.0
H 3.44128 -5.43480 1.43030 0.0 0.0 0.0
O 1.09697 0.89461 -0.58479 0.6 -0.6 -0.3
C -2.19140 1.84026 -2.28727 0.0 0.0 0.0
C -2.12895 0.35813 -2.37796 0.2 0.1 -0.2
N -1.36101 -0.47504 -1.69494 0.7 -0.3 0.0
C -1.49914 -1.72684 -2.27119 -0.4 0.0 0.3
C -2.39574 -1.65488 -3.27368 0.0 -0.1 -0.1
N -2.78098 -0.32796 -3.33113 0.1 0.0 0.0
H -1.45790 2.21686 -1.58093 0.0 0.0 0.0
H -3.17975 2.17447 -1.96859 0.0 0.0 0.0
H -1.96648 2.26363 -3.26825 0.0 0.0 0.0
H -0.99532 -2.58844 -1.87616 0.0 0.0 0.0
H -2.79548 -2.40340 -3.93194 0.0 0.0 0.0
H -3.41262 0.08756 -3.99134 0.0 0.0 0.0
```
Forces are in eV/Å.

## Properties
HOMO (alpha / beta): -3.22 / -3.56 eV
Kohn-Sham gap (alpha / beta): 5.4 / 5.1 eV
Spin multiplicity: 3
Total charge: -1

***

Record 3
Computed, not measured: a cluster of 7 separate species, C6H18O6 in total, with ωB97M-V/def2-TZVPD.

XYZ file:
```
30
Properties=species:S:1:pos:R:3:forces:R:3
C 0.73015 -1.09645 0.82293 0.0 0.5 -0.4
C -0.34202 -0.92564 -0.04651 0.5 0.7 0.5
C -0.26204 -1.35067 -1.34656 -2.0 -0.8 -1.8
C 0.79115 -2.08002 -1.89943 0.8 0.0 2.4
C 1.83891 -2.26984 -0.98752 -0.2 -0.4 0.5
C 1.82848 -1.79328 0.34535 0.1 0.2 -1.0
H 0.68702 -0.53280 1.75587 0.4 -0.6 0.0
H -1.21440 -0.37354 0.27774 0.1 -0.1 -0.1
H -1.20433 -1.24884 -1.91168 0.6 0.1 -0.1
H 0.81239 -2.63190 -2.82709 -0.3 0.5 -0.3
H 2.65463 -2.92500 -1.23202 0.4 0.0 -0.3
H 2.73700 -1.93518 0.91221 -0.1 0.0 0.3
O -3.21207 -1.30458 1.32076 0.0 0.1 0.2
H -2.74091 -2.05958 0.95134 -0.1 0.0 0.0
H -2.83837 -1.21318 2.21105 0.0 0.0 0.0
O 2.63185 1.97657 -1.03121 0.5 -0.1 0.7
H 3.14976 2.73500 -1.33288 -0.3 -0.4 -0.3
H 2.23098 1.52218 -1.78116 0.1 0.4 -0.5
O -1.45474 -0.74751 3.72604 0.0 0.2 0.0
H -0.66930 -0.49487 3.23013 0.0 -0.1 -0.1
H -1.59095 0.00796 4.30913 -0.1 -0.1 0.1
O 0.16393 2.97390 -0.35756 0.0 0.2 0.0
H -0.31960 2.43141 0.28298 0.2 0.0 -0.2
H 1.02350 2.54422 -0.54994 -0.3 0.2 0.4
O 0.44498 1.87821 -2.82365 0.0 -0.4 -0.5
H 0.01384 2.63341 -2.40154 0.1 0.0 0.3
H 0.08298 1.12277 -2.34314 -0.1 0.1 -0.1
O -1.78910 1.93486 1.23066 -0.5 -0.2 0.3
H -2.34196 2.70243 1.04726 0.1 0.1 0.0
H -2.41525 1.20316 1.31772 0.1 -0.1 -0.1
```
Forces are in eV/Å.

## Properties
HOMO: -9.60 eV
Kohn-Sham gap: 10.0 eV
Structure (SMILES): c1ccccc1.O.O.O.O.O.O
Total charge: 0

***

Record 4
Computed, not measured: a structure of composition C14H21N9O3S5Sb2Tc, with ωB97M-V/def2-TZVPD.

XYZ file:
```
55
Properties=species:S:1:pos:R:3:forces:R:3
Tc 0.08760 -0.25088 0.22469 0.0 -0.4 0.0
N -6.83190 -3.26227 3.22667 0.0 -0.1 0.0
C -5.97480 -2.34262 2.71018 0.0 0.0 0.0
C -6.32410 -1.60692 1.56508 0.0 0.0 0.0
C -5.45398 -0.68488 1.03358 0.0 0.0 0.0
C -4.21830 -0.47753 1.64161 0.0 0.0 0.0
C -3.85410 -1.19582 2.78048 0.0 0.0 -0.1
C -4.72146 -2.12245 3.30781 0.0 0.0 0.0
S -3.12764 0.68618 0.97843 0.4 -0.1 0.2
O -3.80786 1.55111 0.07106 -0.1 0.1 -0.1
O -2.35881 1.25107 2.07982 -0.1 0.0 -0.1
N -1.96654 -0.15890 0.13950 -0.1 0.1 0.1
C -2.21456 -1.14853 -0.76696 0.1 0.1 -0.2
N -3.39645 -1.58323 -1.16695 0.0 0.0 -0.1
C -3.36433 -2.51560 -2.11734 0.0 0.0 0.0
C -2.19125 -3.00576 -2.68198 0.0 0.0 0.0
C -1.00313 -2.49937 -2.18736 -0.1 -0.1 0.0
N -1.02082 -1.59210 -1.22325 0.0 -0.1 0.0
H -7.76542 -3.34406 2.86932 0.0 0.0 0.0
H -6.63080 -3.71200 4.10029 0.0 0.0 0.0
H -7.29048 -1.76613 1.10378 0.0 0.0 0.0
H -5.71836 -0.11571 0.15384 0.0 0.0 0.0
H -2.89973 -1.01140 3.25611 0.0 0.0 0.0
H -4.44819 -2.67717 4.19631 0.0 0.0 0.0
H -4.32741 -2.88283 -2.45266 0.0 0.0 0.0
H -2.20803 -3.74799 -3.46456 0.0 0.0 0.0
H -0.03322 -2.81430 -2.55402 0.0 0.0 0.0
S -1.21580 4.08188 3.71518 0.5 -0.6 -0.5
Sb -0.17968 2.61215 2.37999 -0.9 1.4 0.2
S -0.03522 2.30526 0.08475 0.2 0.1 0.1
S 0.72749 0.44976 2.61240 0.2 -0.7 0.2
S 2.15795 2.02598 2.76350 -0.1 -0.1 0.1
C 3.68343 -1.06485 1.66190 0.0 0.0 0.0
Sb 2.77500 -0.35096 -0.11026 0.1 0.1 0.0
C 3.43781 -1.81780 -1.48383 0.0 0.0 0.0
C 3.89195 1.36940 -0.59890 0.0 0.0 -0.1
H 4.74570 -1.22665 1.48761 0.0 0.0 0.0
H 3.20696 -2.00198 1.94443 0.0 0.0 0.0
H 3.55965 -0.34247 2.46583 0.0 0.0 0.0
H 4.52339 -1.88707 -1.43260 0.0 0.0 0.0
H 3.13208 -1.55748 -2.49219 0.0 0.0 0.0
H 3.00373 -2.77688 -1.20443 0.0 0.0 0.0
H 4.94945 1.11082 -0.60863 0.0 0.0 0.0
H 3.69276 2.12118 0.15809 0.0 0.1 0.0
H 3.59153 1.74607 -1.57473 0.0 0.0 0.0
O 0.25008 -1.63969 1.09721 0.1 0.2 -0.1
N 1.46818 0.79382 -5.10988 0.0 0.0 0.0
N 0.71048 0.87620 -3.95633 0.0 -0.1 0.0
N -0.51876 1.33189 -3.94743 0.0 0.1 0.0
C -0.86413 1.14867 -2.68226 0.0 0.0 -0.1
N 0.14272 0.59632 -1.99327 -0.2 0.0 0.4
N 1.14196 0.41262 -2.82389 0.0 0.0 -0.1
H 0.96181 1.30622 -5.82465 0.0 0.0 0.0
H 2.36680 1.23311 -4.93842 0.0 0.0 0.0
H -1.81778 1.41843 -2.25680 0.0 0.0 0.0
```
Forces are in eV/Å.

## Properties
HOMO: -10.56 eV
Kohn-Sham gap: 6.4 eV
Total charge: +1

***

Calculated energy (eV), listed in the same order as above: -6760.905 -86951.249 -18799.134 -103854.496